# 1
12 unconnected molecules or ions with the total composition C16H55N21O13. Source: the OMol25 dataset; level of theory: ωB97M-V with the def2-TZVPD basis set.

Properties
Charge: -2
E, hartree: -2770.6304

Bonds (Å) are listed after each position.
Positions of all 105 atoms, in Å:
1 O -16.47 -23.34 -31.41  C30 1.429, C65 1.447
2 H -12.79 -24.82 -32.38  N44 1.010
3 H -16.76 -24.93 -19.79  N49 1.010
4 C -3.36 -32.35 -24.00  N69 1.293, N83 1.278, O86 1.248
5 H -11.05 -29.86 -23.72  C76 1.090
6 C -10.18 -23.46 -23.45  N21 1.282, N71 1.291, O73 1.227
7 H -3.65 -30.48 -23.80  N83 1.010
8 N -7.01 -35.68 -16.98  C13 1.321, H20 1.010, H45 1.010
9 C -14.60 -24.81 -31.39  H22 1.090, N44 1.429, C57 1.512, C65 1.566
10 H -5.89 -34.24 -19.41  N103 1.010
11 H -16.25 -35.37 -28.24  N99 1.010
12 H -7.82 -28.08 -28.43  N28 1.010
13 C -6.11 -34.97 -17.64  N8 1.321, O56 1.197, N103 1.305
14 O -9.97 -32.21 -24.64  C81 1.427
15 N -10.56 -33.25 -30.45  C29 1.270, H95 1.010, H97 1.010
16 H -8.46 -23.52 -24.35  N71 1.010
17 N -17.78 -32.22 -23.01  H89 1.010, H101 1.010, C102 1.284
18 H -11.16 -25.16 -23.10  N21 1.010
19 H -12.26 -32.96 -16.47  N98 1.010
20 H -6.73 -35.88 -16.03  N8 1.010
21 N -11.12 -24.17 -22.94  C6 1.282, H18 1.010, H53 1.010
22 H -15.45 -25.49 -31.41  C9 1.090
23 H -9.25 -37.83 -23.54  N48 1.010
24 H -15.21 -26.91 -16.57  N59 1.010
25 O -15.51 -37.77 -28.60  C54 1.233
26 H -19.09 -29.64 -22.20  N60 1.010
27 H -13.79 -36.50 -26.27  N92 1.010
28 N -7.20 -28.88 -28.31  H12 1.010, C42 1.301, H82 1.010
29 C -11.19 -32.35 -31.10  N15 1.270, N55 1.258, O67 1.198
30 C -17.22 -22.23 -31.90  O1 1.429, H61 1.090, H64 1.090, H93 1.090
31 H -14.60 -26.89 -18.21  N59 1.010
32 H -13.06 -24.38 -29.93  C57 1.090
33 O -20.03 -32.05 -22.82  C102 1.245
34 N -8.24 -38.36 -25.54  C51 1.257, H63 1.010, H75 1.010
35 H -15.08 -23.25 -32.97  C65 1.090
36 H -11.65 -30.56 -30.86  N55 1.010
37 H -14.09 -25.20 -33.08  N44 1.010
38 H -3.61 -34.31 -24.19  N69 1.010
39 H -9.32 -25.07 -24.21  N71 1.010
40 H -10.95 -32.74 -22.89  C81 1.090
41 H -10.24 -30.28 -22.42  C76 1.090
42 C -6.07 -29.03 -28.93  N28 1.301, N47 1.279, O58 1.201
43 H -14.96 -32.01 -18.32  N105 1.010
44 N -13.60 -25.40 -32.22  H2 1.010, C9 1.429, H37 1.010
45 H -7.90 -36.05 -17.31  N8 1.010
46 O -14.27 -33.93 -15.98  C62 1.194
47 N -5.64 -30.22 -28.78  C42 1.279, H88 1.010, H96 1.010
48 N -8.87 -38.77 -23.57  H23 1.010, C51 1.312, H78 1.010
49 N -16.12 -25.49 -19.24  H3 1.010, C72 1.336, H91 1.010
50 H -12.87 -31.83 -17.72  N98 1.010
51 C -8.41 -39.27 -24.69  N34 1.257, N48 1.312, O80 1.202
52 H -14.98 -35.10 -27.01  N99 1.010
53 H -11.83 -23.88 -22.28  N21 1.010
54 C -15.15 -36.98 -27.73  O25 1.233, N92 1.301, N99 1.341
55 N -11.56 -31.42 -30.34  C29 1.258, H36 1.010, H104 1.010
56 O -5.07 -34.58 -17.18  C13 1.197
57 C -14.07 -24.77 -29.97  C9 1.512, H32 1.090, H68 1.090, H85 1.090
58 O -5.60 -28.18 -29.64  C42 1.201
59 N -15.25 -26.55 -17.52  H24 1.010, H31 1.010, C72 1.310
60 N -18.45 -30.42 -22.31  H26 1.010, H90 1.010, C102 1.321
61 H -16.55 -21.37 -31.92  C30 1.090
62 C -14.10 -33.13 -16.85  O46 1.194, N98 1.274, N105 1.291
63 H -7.72 -38.64 -26.36  N34 1.010
64 H -17.54 -22.54 -32.90  C30 1.090
65 C -15.11 -23.42 -31.89  O1 1.447, C9 1.566, H35 1.090, H66 1.090
66 H -14.55 -22.61 -31.43  C65 1.090
67 O -11.47 -32.50 -32.26  C29 1.198
68 H -14.69 -24.13 -29.34  C57 1.090
69 N -4.08 -33.41 -24.17  C4 1.293, H38 1.010, H100 1.010
70 H -13.67 -38.06 -26.98  N92 1.010
71 N -9.30 -24.07 -24.17  C6 1.291, H16 1.010, H39 1.010
72 C -16.10 -25.64 -17.92  N49 1.336, N59 1.310, O94 1.219
73 O -10.17 -22.26 -23.19  C6 1.227
74 H -5.12 -31.50 -24.05  N83 1.010
75 H -8.53 -37.41 -25.39  N34 1.010
76 C -11.15 -30.60 -22.93  H5 1.090, H41 1.090, C81 1.592, O84 1.435
77 H -7.49 -35.02 -19.08  N103 1.010
78 H -8.95 -39.44 -22.82  N48 1.010
79 H -15.88 -33.19 -17.25  N105 1.010
80 O -8.08 -40.40 -24.94  C51 1.202
81 C -11.01 -31.99 -23.68  O14 1.427, H40 1.090, C76 1.592, H87 1.090
82 H -7.54 -29.59 -27.67  N28 1.010
83 N -4.15 -31.36 -23.83  C4 1.278, H7 1.010, H74 1.010
84 O -12.27 -30.13 -22.17  C76 1.435
85 H -13.99 -25.72 -29.45  C57 1.090
86 O -2.12 -32.33 -23.88  C4 1.248
87 H -11.90 -32.32 -24.22  C81 1.090
88 H -4.90 -30.58 -29.37  N47 1.010
89 H -16.94 -31.74 -22.73  N17 1.010
90 H -17.46 -30.34 -22.14  N60 1.010
91 H -15.51 -26.12 -19.74  N49 1.010
92 N -14.17 -37.19 -26.90  H27 1.010, C54 1.301, H70 1.010
93 H -18.14 -22.04 -31.33  C30 1.090
94 O -16.87 -25.09 -17.15  C72 1.219
95 H -10.26 -34.15 -30.79  N15 1.010
96 H -6.35 -30.72 -28.26  N47 1.010
97 H -10.32 -33.06 -29.49  N15 1.010
98 N -12.96 -32.62 -17.11  H19 1.010, H50 1.010, C62 1.274
99 N -15.50 -35.69 -27.65  H11 1.010, H52 1.010, C54 1.341
100 H -5.08 -33.27 -24.16  N69 1.010
101 H -17.83 -33.05 -23.59  N17 1.010
102 C -18.87 -31.60 -22.73  N17 1.284, O33 1.245, N60 1.321
103 N -6.53 -34.78 -18.86  H10 1.010, C13 1.305, H77 1.010
104 H -11.23 -31.42 -29.38  N55 1.010
105 N -15.07 -32.71 -17.60  H43 1.010, C62 1.291, H79 1.010

---

# 2
3 unconnected molecules or ions with the total composition C34H46N4O3. Source: the OMol25 dataset; level of theory: ωB97M-V with the def2-TZVPD basis set.

Properties
E, hartree: -1767.2300

Bonds (Å) are listed after each position.
Positions of all 87 atoms, in Å:
1 H -2.56 -0.28 0.53  C58 1.185
2 H -1.30 -1.12 2.37  N41 1.045
3 H 1.56 -3.80 -3.67  C52 1.183
4 H -0.14 -6.32 -2.29  C76 1.173
5 C 2.16 -1.14 3.56  C8 1.639, N69 1.539, O75 1.335
6 H -2.17 -5.53 2.88  C82 1.187
7 H 4.04 -0.17 4.00  N69 1.045
8 C 1.69 -0.39 2.18  C5 1.639, C13 1.640, C73 1.660
9 H -0.66 -3.98 -3.31  C74 1.191
10 H 3.83 8.48 0.36  C15 1.086
11 H 2.27 -6.04 -2.08  C34 1.194
12 H -2.57 -3.16 0.02  C80 1.170
13 C 3.06 -0.21 1.29  C8 1.640, C25 1.640, C32 1.646
14 H 2.40 -2.43 -0.76  C38 1.170
15 C 3.52 7.44 0.21  H10 1.086, C19 1.391, C37 1.391
16 H -2.40 -3.76 2.19  C82 1.175
17 C -7.32 4.56 1.88  C49 1.391, C68 1.391, H70 1.086
18 H 1.20 1.08 -3.07  C23 1.179
19 C 3.57 6.87 -1.05  C15 1.391, H42 1.084, C54 1.386
20 H -0.86 1.32 -0.20  C84 1.170
21 H 5.22 0.85 -0.21  C85 1.194
22 O 5.54 -1.25 1.73  C25 1.339
23 C 1.45 1.83 -2.20  H18 1.179, C47 1.667, H65 1.193, C79 1.672
24 H -0.01 3.48 -1.12  C79 1.187
25 C 4.31 -0.88 2.11  C13 1.640, O22 1.339, N69 1.543
26 C -2.43 -4.47 -1.95  H35 1.190, H57 1.171, C74 1.665, C80 1.641
27 N 2.73 4.79 -0.16  C54 1.351, C55 1.351
28 H 1.26 -1.80 -2.17  C38 1.192
29 C -6.31 2.44 1.49  H46 1.086, N50 1.351, C68 1.386
30 C 4.65 -0.94 -1.60  H48 1.182, C53 1.643, H61 1.172, C85 1.672
31 H 2.12 -4.94 -0.56  C34 1.174
32 C 2.96 0.51 -0.18  C13 1.646, C47 1.639, C85 1.670
33 C -2.08 0.87 2.46  N41 1.512, C58 1.672, H62 1.194, H87 1.171
34 C 1.74 -5.05 -1.67  H11 1.194, H31 1.174, C52 1.641, C76 1.646
35 H -3.05 -3.78 -2.70  C26 1.190
36 H -6.05 6.24 1.38  C49 1.084
37 C 3.08 6.69 1.29  C15 1.391, H45 1.084, C55 1.386
38 C 2.29 -2.35 -1.93  H14 1.170, H28 1.192, C52 1.666, C53 1.667
39 H 4.36 1.40 -1.89  C85 1.171
40 H 3.96 -2.03 -3.49  C53 1.177
41 N -0.98 -0.15 2.59  H2 1.045, C33 1.512, C73 1.512
42 H 3.91 7.43 -1.91  C19 1.084
43 H 3.17 5.05 -2.15  C54 1.086
44 H -4.18 4.76 0.64  C63 1.086
45 H 3.04 7.11 2.29  C37 1.084
46 H -6.33 1.35 1.50  C29 1.086
47 C 1.52 1.08 -0.71  C23 1.667, C32 1.639, C84 1.672
48 H 5.74 -1.00 -2.06  C30 1.182
49 C -6.15 5.16 1.42  C17 1.391, H36 1.084, C63 1.386
50 N -5.16 2.99 1.03  C29 1.351, C63 1.351
51 H -0.15 -5.61 -0.52  C76 1.191
52 C 2.20 -3.84 -2.67  H3 1.183, C34 1.641, C38 1.666, H67 1.193
53 C 3.45 -1.39 -2.63  C30 1.643, C38 1.667, H40 1.177, H71 1.177
54 C 3.16 5.55 -1.19  C19 1.386, N27 1.351, H43 1.086
55 C 2.70 5.37 1.06  N27 1.351, C37 1.386, H72 1.086
56 H -0.60 -3.13 -1.54  C74 1.174
57 H -2.67 -5.58 -2.24  C26 1.171
58 C -3.13 0.51 1.21  H1 1.185, C33 1.672, H59 1.170, H66 1.183
59 H -4.14 0.09 1.64  C58 1.170
60 C -2.79 -5.42 0.62  C80 1.662, H81 1.173, C82 1.652, H86 1.191
61 H 4.61 -1.68 -0.69  C30 1.172
62 H -2.75 0.75 3.45  C33 1.194
63 C -5.11 4.34 1.01  H44 1.086, C49 1.386, N50 1.351
64 H -0.83 -4.77 1.78  C82 1.171
65 H 2.48 2.33 -2.50  C23 1.193
66 H -3.31 1.53 0.65  C58 1.183
67 H 3.32 -4.08 -3.00  C52 1.193
68 C -7.40 3.17 1.92  C17 1.391, C29 1.386, H77 1.084
69 N 3.69 -1.04 3.52  C5 1.539, H7 1.045, C25 1.543
70 H -8.16 5.17 2.21  C17 1.086
71 H 2.94 -0.44 -3.10  C53 1.177
72 H 2.35 4.74 1.87  C55 1.086
73 C 0.19 0.13 1.67  C8 1.660, N41 1.512, C84 1.639
74 C -0.81 -4.12 -2.14  H9 1.191, C26 1.665, H56 1.174, C76 1.640
75 O 1.48 -1.71 4.55  C5 1.335
76 C 0.13 -5.37 -1.65  H4 1.173, C34 1.646, H51 1.191, C74 1.640
77 H -8.30 2.67 2.27  C68 1.084
78 H -4.16 -4.00 -0.53  C80 1.191
79 C 0.35 3.09 -2.18  C23 1.672, H24 1.187, O83 1.352
80 C -2.99 -4.15 -0.44  H12 1.170, C26 1.641, C60 1.662, H78 1.191
81 H -2.25 -6.31 0.09  C60 1.173
82 C -1.99 -4.83 1.94  H6 1.187, H16 1.175, C60 1.652, H64 1.171
83 O -0.13 3.59 -3.35  C79 1.352
84 C 0.14 0.89 0.22  H20 1.170, C47 1.672, C73 1.639
85 C 4.39 0.61 -1.03  H21 1.194, C30 1.672, C32 1.670, H39 1.171
86 H -3.82 -5.85 1.01  C60 1.191
87 H -1.73 1.99 2.45  C33 1.171